{"formula": "CH2ClFO", "method": "wB97M-V/def2-TZVPD", "spin_multiplicity": 1, "max_force_ha_per_bohr": 0.111, "relative_energy_kj_mol": 112.5, "smiles": "O[C@H](F)Cl", "e_homo_ev": -11.29, "species": ["C", "O", "F", "Cl", "H", "H"], "coordinates": [[-0.027, 0.381, -0.189], [0.321, -1.005, 0.815], [0.480, 0.135, -1.396], [0.657, 1.720, 0.601], [-1.090, 0.370, -0.397], [-0.341, -1.600, 0.565]], "forces_ev_per_angstrom": [[0.132, -4.265, 1.523], [0.916, 5.326, -1.883], [0.981, 0.009, -0.038], [0.040, 0.126, 0.085], [-0.302, 0.361, 1.053], [-1.767, -1.557, -0.741]], "lowdin_charge": [-0.716, -0.121, -0.004, 0.742, 0.106, -0.007]}


{"formula": "CH2ClFO2", "method": "wB97M-V/def2-TZVPD", "spin_multiplicity": 1, "max_force_ha_per_bohr": 0.060, "relative_energy_kj_mol": 6.1, "smiles": "O=C(O)Cl.F", "e_homo_ev": -11.91, "species": ["C", "O", "O", "F", "Cl", "H", "H"], "coordinates": [[-1.831, -0.059, 0.077], [-1.401, 1.152, 0.047], [-1.109, -0.999, 0.057], [1.412, -0.572, -0.034], [-3.571, -0.197, -0.046], [-0.507, 1.328, -0.259], [0.554, -0.953, 0.222]], "forces_ev_per_angstrom": [[0.266, -0.586, -0.972], [-1.387, 2.738, 0.204], [-0.072, -1.774, 0.414], [-1.052, -0.475, 0.511], [0.523, 0.216, 0.345], [0.541, -0.803, 0.154], [1.182, 0.684, -0.657]], "lowdin_charge": [-0.961, 0.099, 0.050, -0.135, 0.750, 0.144, 0.053]}


{"formula": "CH2ClFO2", "method": "wB97M-V/def2-TZVPD", "spin_multiplicity": 1, "max_force_ha_per_bohr": 0.078, "relative_energy_kj_mol": 38.2, "smiles": "O=C(O)Cl.F", "e_homo_ev": -10.80, "species": ["C", "O", "O", "F", "Cl", "H", "H"], "coordinates": [[-1.386, -0.322, 0.077], [-0.426, 0.580, 0.056], [-1.336, -1.518, 0.049], [2.371, 0.301, -0.172], [-2.941, 0.351, 0.006], [0.355, 0.126, 0.143], [3.363, 0.481, -0.160]], "forces_ev_per_angstrom": [[-0.695, -1.557, -0.661], [-3.120, 1.612, -0.002], [1.333, 0.382, 0.342], [3.609, 0.630, 0.036], [-1.141, 1.304, 0.079], [3.616, -1.713, 0.236], [-3.602, -0.657, -0.029]], "lowdin_charge": [-1.001, 0.095, 0.042, -0.122, 0.770, 0.038, 0.177]}


{"formula": "CH2ClN2O2", "method": "wB97M-V/def2-TZVPD", "spin_multiplicity": 1, "max_force_ha_per_bohr": 0.051, "charge": -1, "relative_energy_kj_mol": 425.9, "e_homo_ev": [-4.27, -4.44], "species": ["C", "N", "N", "O", "O", "Cl", "H", "H"], "coordinates": [[-1.635, 0.141, -0.566], [0.850, -0.620, -0.510], [1.476, 0.084, 0.299], [2.717, -0.178, 0.228], [1.024, 0.930, 1.117], [-2.485, -0.712, 0.635], [-0.893, -0.549, -1.104], [-1.054, 0.904, -0.100]], "forces_ev_per_angstrom": [[1.930, -1.587, -0.773], [-1.036, -0.294, -0.371], [1.033, -0.107, 0.377], [0.907, 0.466, 0.526], [-0.254, -0.231, -0.440], [-0.829, -0.407, 0.508], [-1.723, 1.022, 0.057], [-0.029, 1.140, 0.117]], "lowdin_charge": [-0.552, 0.113, -0.691, -0.130, -0.113, 0.456, -0.028, -0.055]}


{"formula": "CH2ClN2O2", "method": "wB97M-V/def2-TZVPD", "spin_multiplicity": 1, "max_force_ha_per_bohr": 0.059, "charge": -1, "relative_energy_kj_mol": 364.2, "e_homo_ev": [-3.69, -3.69], "species": ["C", "N", "N", "O", "O", "Cl", "H", "H"], "coordinates": [[0.585, -0.255, 0.689], [1.605, -0.652, -0.007], [1.614, -1.409, -1.087], [0.569, -1.722, -1.640], [2.709, -1.736, -1.518], [1.001, 0.833, 2.010], [-0.113, -0.969, 1.164], [-0.632, 1.055, -0.178]], "forces_ev_per_angstrom": [[-3.009, 0.459, -0.248], [2.438, 0.741, -0.226], [-0.796, 0.458, 0.827], [-1.154, -0.342, -0.431], [0.909, -0.326, -0.297], [0.533, 0.428, 0.542], [-0.172, 0.376, -0.943], [1.252, -1.795, 0.775]], "lowdin_charge": [-0.809, -0.062, -0.530, -0.041, -0.043, 0.426, 0.036, 0.024]}


{"formula": "CH2ClN3S", "method": "wB97M-V/def2-TZVPD", "spin_multiplicity": 1, "max_force_ha_per_bohr": 0.068, "relative_energy_kj_mol": 255.0, "e_homo_ev": -7.79, "species": ["C", "N", "N", "N", "S", "Cl", "H", "H"], "coordinates": [[-1.576, -1.256, -0.117], [0.736, -1.057, -0.153], [1.285, 1.139, 0.205], [0.581, 0.106, -0.121], [-1.707, 0.251, 0.453], [-2.627, -2.416, -0.578], [0.996, 2.076, 0.039], [2.311, 1.157, 0.273]], "forces_ev_per_angstrom": [[1.464, 2.985, 0.642], [0.107, 1.189, -0.375], [3.093, 1.438, 0.782], [-0.696, -2.139, 0.097], [-1.362, -1.643, -0.561], [-0.706, -0.837, -0.047], [-1.428, 0.098, -0.403], [-0.471, -1.091, -0.136]], "lowdin_charge": [-1.194, 0.093, 0.058, -0.441, 0.654, 0.625, 0.088, 0.118]}


Number 1: energy -674.54641 Eh. Number 2: energy -749.85826 Eh. Number 3: energy -749.84605 Eh. Number 4: energy -759.29656 Eh. Number 5: energy -759.32004 Eh. Number 6: energy -1061.75757 Eh.